1.
Density functional theory data (ωB97M-V/def2-TZVPD) for a molecular structure, C12H19Br4NO8P2SiV.

## Properties
Energy above the lowest of the compared OMol25 structures with the same formula, charge and spin (kcal/mol): 0.0
Total energy (hartree): -13337.677465
Kohn-Sham gap (spin up / spin down) (eV): 6.386 / 6.386
Net charge: +1

Geometry (Å):
O: -0.043 0.631 -1.558
C: -1.627 -0.096 3.785
P: 0.347 2.133 -1.551
Br: -4.903 -0.061 0.406
H: 1.773 3.412 0.024
H: -0.985 2.941 -3.077
H: 1.615 -2.213 -3.171
O: 1.807 0.306 0.280
C: -2.976 -0.028 4.140
C: 0.161 -2.136 -0.289
O: -0.097 -0.235 1.879
O: -0.046 2.737 -2.956
H: -0.354 -2.714 0.482
Br: -0.214 -0.115 5.013
O: 3.117 -0.420 -1.838
C: -2.297 -2.144 -2.184
C: -1.323 -0.161 2.440
H: 4.908 0.652 -0.242
Br: -5.787 0.072 3.643
H: -2.892 -2.445 -1.319
H: 0.308 -2.533 -4.319
H: 0.425 -0.960 -3.527
H: 0.644 -4.858 -1.733
P: 2.830 0.611 -0.844
C: -0.389 -4.541 -1.887
H: -0.996 -4.933 -1.069
H: 3.924 2.425 -2.886
O: 4.121 1.194 -0.090
C: -3.651 -0.072 1.800
O: -1.772 -0.198 0.236
V: 0.008 -0.274 0.100
C: 0.560 -2.031 -3.382
H: -0.742 -5.001 -2.814
Br: -3.431 0.046 5.955
C: 2.836 2.401 -2.967
O: -0.062 2.894 -0.353
H: 1.245 -2.301 -0.244
H: 2.574 1.571 -3.619
C: 2.196 2.187 -1.603
H: 3.442 3.153 -0.204
Si: -0.527 -2.689 -2.030
H: 2.589 4.213 -1.175
H: -2.382 -1.062 -2.289
C: -3.982 -0.016 3.154
N: 2.544 3.329 -0.665
H: 2.481 3.325 -3.426
H: -2.740 -2.605 -3.070
C: -2.313 -0.146 1.470

These are the Mulliken partial charges, in e, on atoms 1 to 2: -0.132, -0.449


2.
Density functional theory data (ωB97M-V/def2-TZVPD) for a molecular structure, C12H19CeN3S4 in a non-equilibrium geometry.

## Properties
Energy above the lowest of the compared OMol25 structures with the same formula, charge and spin (kcal/mol): 28.9
2S+1: 2
Total energy (hartree): -2700.488312
Expectation value of S²: 0.752
Kohn-Sham gap (spin up / spin down) (eV): 5.021 / 5.084
Net charge: +1

Geometry (Å):
S: 0.536 -1.631 2.609
H: -0.964 -0.004 -2.451
C: 0.060 0.692 4.021
H: -1.224 -2.526 -2.579
C: -2.231 0.039 1.003
C: 1.410 -3.549 -0.079
C: -0.124 2.489 -2.322
C: 0.607 1.221 -2.766
H: 1.563 -3.520 1.004
C: -0.269 1.341 5.272
H: 1.635 -1.369 -2.548
H: -1.145 2.514 -2.735
H: 0.292 -3.434 -2.665
H: -2.183 -0.868 1.636
H: 1.404 -4.595 -0.422
S: -0.170 -2.745 -0.461
H: -2.308 0.993 1.552
Ce: 0.035 0.010 0.431
H: 2.037 3.176 -0.520
H: 2.188 -2.978 -0.591
N: 0.033 -0.022 -2.170
N: -0.561 1.971 6.213
C: -0.171 -2.530 -2.262
H: 0.422 -1.264 -3.860
C: -2.368 -0.035 -0.382
H: 0.399 3.379 -2.680
C: 0.192 -0.704 4.009
N: -0.281 -2.125 6.148
H: 1.295 3.526 1.081
H: -2.542 0.869 -0.985
C: 1.188 3.630 -0.004
H: 1.098 4.696 -0.266
S: -0.287 2.710 -0.524
C: 0.558 -1.286 -2.768
H: 1.673 1.293 -2.491
H: 0.531 1.179 -3.862
S: 0.149 1.698 2.626
C: -0.063 -1.430 5.230
H: -2.504 -1.003 -0.888

These are the Mulliken partial charges, in e, on atoms 1 to 2: -0.442, 0.271


3.
Density functional theory data (ωB97M-V/def2-TZVPD) for 2 unconnected molecules or ions with the total composition C12H19Cl3IP in a non-equilibrium geometry.

## Properties
SMILES: Cc1ccc(C[PH3]CCCI)cc1.ClC(Cl)Cl
Total energy (hartree): -2487.983567
Kohn-Sham gap (eV): 8.372
Net charge: 0

Geometry (Å):
Cl: -2.338 -4.183 2.269
Cl: -3.925 -1.929 1.333
H: -0.028 -0.959 -1.434
H: -3.460 -2.562 3.550
C: -0.854 5.027 0.413
C: 0.607 1.187 0.770
C: 1.824 -2.282 -2.068
C: -3.693 -3.105 2.636
H: -1.460 -1.870 0.842
H: -0.423 5.381 -0.581
H: -3.066 0.346 0.592
C: 0.520 2.728 0.637
H: -1.871 5.473 0.677
H: 1.634 0.671 0.863
H: -0.142 5.350 1.266
H: -3.216 3.071 0.397
C: -0.884 3.408 0.499
C: 3.704 -0.346 -1.789
H: 3.323 0.567 -1.198
H: 2.513 -3.182 -1.867
H: 4.497 0.078 -2.517
Cl: -5.172 -4.037 2.903
C: -2.184 2.569 0.489
I: 4.763 -1.716 -0.472
H: 2.912 -1.263 -3.774
H: 1.074 -2.653 -2.873
C: -0.480 -1.288 0.855
H: 1.751 -0.192 -2.847
C: 2.562 -1.009 -2.702
C: -2.132 1.000 0.609
H: 0.295 -3.238 -0.423
H: 1.483 3.344 0.663
H: 0.032 -1.496 1.871
C: -0.706 0.320 0.741
P: 0.715 -1.848 -0.548
H: 1.827 -1.363 0.217

These are the Mulliken partial charges, in e, on atoms 1 to 2: -0.123, -0.124


4.
Density functional theory data (ωB97M-V/def2-TZVPD) for a molecular structure, C12H19Cl3O2Pd in a non-equilibrium geometry.

## Properties
Energy above the lowest of the compared OMol25 structures with the same formula, charge and spin (kcal/mol): 14.2
2S+1: 5
Total energy (hartree): -2127.433952
Expectation value of S²: 6.027
Kohn-Sham gap (spin up / spin down) (eV): 3.590 / 5.931
Net charge: -2

Geometry (Å):
C: 0.111 1.175 -3.280
H: -0.642 1.536 -3.997
C: -0.766 1.733 -0.931
C: 3.350 -0.777 3.089
C: -0.380 3.155 -0.917
Cl: 2.614 -0.118 -1.418
H: -1.090 3.773 -1.486
Cl: 1.605 -2.794 0.511
O: 0.935 -1.150 3.395
H: 3.516 0.116 3.699
C: 1.912 -0.884 2.758
H: 3.902 -0.655 2.145
H: 3.681 -1.692 3.596
H: 0.614 3.278 -1.370
H: -2.857 2.156 1.209
Pd: 1.796 -0.490 0.800
H: -0.326 3.532 0.110
H: -0.783 -2.590 -1.700
H: 0.183 -3.671 1.930
C: -0.507 0.820 -1.990
H: -2.096 0.835 2.122
H: -2.002 -1.199 1.604
H: 0.181 -1.707 -2.889
C: -0.776 -1.712 -2.352
Cl: 1.637 1.648 1.702
H: -1.583 -2.387 0.370
H: -1.583 -1.816 -3.088
C: -1.915 1.613 1.374
H: -1.176 2.316 1.782
C: -1.424 1.024 0.112
O: 0.103 -3.569 0.963
H: -3.177 -1.534 0.321
C: -2.099 -1.428 0.534
H: 0.619 0.313 -3.717
H: 0.856 1.967 -3.145
C: -0.929 -0.470 -1.574
C: -1.506 -0.345 -0.273

These are the Mulliken partial charges, in e, on atoms 1 to 2: -1.510, 0.300


5.
Density functional theory data (ωB97M-V/def2-TZVPD) for a molecular structure, C12H19CoGeN4S.

## Properties
2S+1: 5
Total energy (hartree): -4545.455865
Expectation value of S²: 6.062
Kohn-Sham gap (spin up / spin down) (eV): 5.503 / 7.449
Net charge: 0

Geometry (Å):
H: 3.368 3.475 -0.217
C: 0.184 -1.975 0.121
C: 2.119 1.881 -0.072
C: -4.216 -0.655 0.186
H: -2.106 -2.345 2.732
H: 0.811 -5.183 1.049
N: -0.072 1.766 -0.190
H: -2.491 -1.918 0.339
H: -0.938 -4.995 1.265
C: -1.533 3.782 -0.307
H: -1.011 -1.005 3.085
C: -1.293 2.312 -0.189
H: -0.583 4.305 -0.353
H: -2.103 4.154 0.547
H: 2.033 -3.041 3.696
N: 3.351 2.469 -0.215
H: 4.133 2.008 0.214
H: -4.925 -1.466 0.270
C: 0.038 -4.760 1.692
C: -3.714 1.682 -0.095
C: -4.640 0.687 0.029
C: -1.096 -2.094 3.057
Ge: 0.280 -2.836 1.878
H: 0.110 -5.226 2.676
H: -2.102 4.013 -1.211
C: -2.337 1.370 -0.054
S: 2.133 0.145 0.330
H: 0.604 -2.528 -0.716
H: -4.014 2.712 -0.230
N: -1.941 0.055 0.141
H: -5.696 0.922 -0.003
Co: -0.004 -0.098 0.197
C: -2.876 -0.911 0.232
H: 2.836 -2.775 2.135
H: -0.954 -2.472 4.070
C: 1.990 -2.484 2.759
H: 2.079 -1.419 2.975
N: 1.052 2.567 -0.255

These are the Mulliken partial charges, in e, on atoms 1 to 2: 0.242, -0.604


6.
Density functional theory data (ωB97M-V/def2-TZVPD) for a molecular structure, C12H19F4N3O6P2Pd in a non-equilibrium geometry.

## Properties
Energy above the lowest of the compared OMol25 structures with the same formula, charge and spin (kcal/mol): 31.4
Total energy (hartree): -2294.577213
Kohn-Sham gap (spin up / spin down) (eV): 6.502 / 6.503
Net charge: 0

Geometry (Å):
Pd: -0.394 0.009 0.361
H: -1.205 3.423 1.189
N: 1.284 -1.015 0.864
H: -0.095 0.706 -2.931
F: 2.700 -1.412 -3.648
H: -2.362 3.411 -2.888
C: -1.893 0.210 3.040
H: -1.607 1.239 2.847
F: 0.833 -0.996 -1.858
C: 4.558 -2.008 -0.657
H: -0.360 2.354 -3.479
C: 4.314 -1.885 -2.003
C: 0.409 -0.434 3.027
C: 3.602 -1.750 0.304
H: -3.505 2.300 -2.201
O: -3.940 0.658 -1.887
C: -0.861 1.459 -3.098
C: -1.323 -2.088 2.569
O: 0.849 1.675 -0.498
C: 2.067 -1.278 -1.409
O: -1.999 -1.002 -1.808
H: 2.430 -0.707 2.642
P: -0.351 2.586 -0.621
C: 1.497 -1.144 2.299
H: -2.186 -1.131 -2.749
H: -0.628 -2.738 2.041
H: -2.307 -2.203 2.119
C: -1.577 1.786 -1.784
H: 5.081 -2.074 -2.741
H: -2.704 3.509 -1.293
H: 0.578 0.638 2.950
N: -0.903 -0.693 2.444
N: -2.623 2.864 -2.076
F: 5.773 -2.391 -0.240
H: -1.959 0.043 4.121
H: 0.438 -0.716 4.087
H: -1.369 -2.385 3.623
F: 3.987 -1.944 1.582
O: -1.163 2.535 0.802
O: -2.592 0.183 0.298
H: -1.562 1.093 -3.855
C: 3.034 -1.520 -2.353
H: -2.862 0.037 2.581
O: -0.272 4.002 -1.054
C: 2.291 -1.331 -0.020
H: 1.520 -2.206 2.563
P: -2.645 0.331 -1.201

These are the Mulliken partial charges, in e, on atoms 1 to 2: 0.395, 0.285